[1]
This record from the OMol25 dataset describes 2 unconnected molecules or ions with the total composition C50H46N3. The level of theory is ωB97M-V/def2-TZVPD.

Each line ends with the Löwdin charge.
Cartesian coordinates (Å):
C (4.8692, 0.3636, -1.4914)  -0.210
C (3.5901, 0.8995, -0.8745)  -0.182
C (3.0948, 0.0249, 0.2660)  -0.150
N (2.9747, -1.3832, -0.0962)  -0.055
C (2.0890, -2.1859, 0.5950)  -0.182
C (0.8594, -1.7003, 1.1222)  0.014
C (2.5489, -3.5991, 0.8434)  -0.171
C (1.7602, -4.6790, 0.4100)  -0.009
C (2.2994, -5.9653, 0.3262)  -0.064
C (3.6053, -6.2216, 0.7410)  -0.069
C (4.3674, -5.1771, 1.2577)  -0.069
C (3.8436, -3.8905, 1.3436)  -0.046
C (4.1215, -1.9587, -0.8243)  -0.143
C (4.6486, -1.0595, -1.9600)  -0.176
H (5.1988, 0.9980, -2.3138)  0.116
H (5.6666, 0.3782, -0.7439)  0.118
H (3.7699, 1.8933, -0.4636)  0.116
H (2.8120, 0.9933, -1.6411)  0.121
H (3.8278, 0.0966, 1.0878)  0.139
H (2.1258, 0.3630, 0.6444)  0.107
H (0.6178, -2.1334, 2.1139)  0.120
H (0.5178, -0.7427, 0.7243)  0.078
H (0.7527, -4.4697, 0.0671)  0.096
H (1.6966, -6.7721, -0.0875)  0.097
H (4.0299, -7.2322, 0.6824)  0.115
H (5.3964, -5.3586, 1.5778)  0.114
H (4.4624, -3.0960, 1.7608)  0.119
H (4.9607, -2.0920, -0.1170)  0.119
H (3.8942, -2.9591, -1.2310)  0.137
H (3.9478, -1.0812, -2.8019)  0.118
H (5.6025, -1.4651, -2.3147)  0.119
C (-1.7437, -9.9158, 1.7349)  -0.079
C (-0.9696, -9.2712, 0.7635)  -0.075
C (-1.4145, -8.0854, 0.1818)  -0.011
C (-2.6838, -7.5810, 0.5130)  -0.229
N (-3.1423, -6.3981, -0.1224)  -0.032
C (-4.2512, -6.5132, -1.0040)  -0.224
C (-5.5500, -6.5226, -0.4768)  -0.018
C (-6.6363, -6.7299, -1.3237)  -0.071
C (-6.4321, -6.9242, -2.6923)  -0.076
C (-5.1324, -6.9207, -3.2146)  -0.070
C (-4.0392, -6.7192, -2.3710)  -0.015
C (-2.5844, -5.1562, 0.2501)  -0.174
C (-2.0818, -4.2869, -0.7304)  0.019
C (-1.4753, -3.1031, -0.3361)  -0.022
C (-1.6017, -2.6790, 0.9974)  -0.284
C (-1.2284, -1.3051, 1.3632)  0.021
C (-1.8860, -0.7416, 2.5902)  -0.226
C (-1.2449, 0.0340, 3.5804)  -0.015
C (-1.9804, 0.6466, 4.5979)  0.009
C (-3.3929, 0.5521, 4.6070)  -0.190
N (-4.1440, 1.2893, 5.5104)  -0.011
C (-5.5666, 1.3851, 5.4682)  -0.241
C (-6.3217, 0.6812, 6.4203)  -0.008
C (-7.6891, 0.9224, 6.5645)  -0.070
C (-8.3144, 1.9086, 5.7931)  -0.079
C (-7.5685, 2.6084, 4.8353)  -0.073
C (-6.2063, 2.3361, 4.6573)  -0.015
C (-3.5696, 1.7411, 6.7290)  -0.249
C (-3.6086, 3.1057, 7.0495)  0.000
C (-2.9974, 3.5526, 8.2184)  -0.068
C (-2.4831, 2.6183, 9.1336)  -0.079
C (-2.5759, 1.2459, 8.8722)  -0.073
C (-3.0900, 0.8044, 7.6543)  -0.032
C (-4.0348, -0.2750, 3.6710)  0.015
C (-3.2790, -0.9292, 2.7056)  -0.029
C (-1.9841, -3.5992, 1.9825)  -0.011
C (-2.5206, -4.8217, 1.6162)  0.033
C (-3.4891, -8.2644, 1.4277)  -0.015
C (-2.9934, -9.3949, 2.0762)  -0.070
H (-1.3728, -10.8091, 2.2298)  0.106
H (-0.0110, -9.6878, 0.4626)  0.104
H (-0.8313, -7.5699, -0.5870)  0.112
H (-5.6719, -6.3760, 0.6011)  0.113
H (-7.6417, -6.7301, -0.8999)  0.109
H (-7.2828, -7.0954, -3.3478)  0.107
H (-4.9635, -7.0671, -4.2807)  0.107
H (-3.0100, -6.7226, -2.7470)  0.117
H (-2.1613, -4.5428, -1.7890)  0.121
H (-0.9526, -2.4800, -1.0554)  0.131
H (-1.4626, -0.5978, 0.4993)  0.172
H (-0.1499, 0.1060, 3.5737)  0.118
H (-1.4519, 1.1880, 5.3942)  0.124
H (-5.8227, -0.0412, 7.0668)  0.118
H (-8.2689, 0.3417, 7.2837)  0.108
H (-9.3832, 2.1203, 5.9281)  0.110
H (-8.0519, 3.3714, 4.2227)  0.107
H (-5.6174, 2.8809, 3.9209)  0.119
H (-4.0847, 3.8031, 6.3528)  0.123
H (-2.9157, 4.6230, 8.4146)  0.109
H (-2.0055, 2.9657, 10.0542)  0.107
H (-2.2266, 0.5091, 9.5993)  0.108
H (-3.1546, -0.2557, 7.4063)  0.124
H (-5.1128, -0.4404, 3.7169)  0.124
H (-3.7643, -1.6259, 2.0231)  0.123
H (-1.8934, -3.3428, 3.0402)  0.137
H (-2.9583, -5.4902, 2.3560)  0.127
H (-4.5086, -7.9056, 1.6029)  0.107
H (-3.6003, -9.8732, 2.8447)  0.109

The charge is +1. The HOMO energy comes out at -9.9 eV. The calculation puts the HOMO-LUMO gap at 0.201 Ha. The calculation puts the LUMO energy at -4.383 eV.


[2]
This record from the OMol25 dataset describes a molecular structure, C50H47CaF2N4O3P2S. The level of theory is ωB97M-V/def2-TZVPD.

Each line ends with the Löwdin charge.
Cartesian coordinates (Å):
Ca (-1.3135, 0.1208, -0.3309)  1.413
C (-1.9907, 1.7244, -2.5709)  -0.276
C (-3.1061, 1.0217, -2.1855)  -0.325
C (-3.6081, 1.5843, -0.9457)  -0.282
C (-2.7037, 2.5771, -0.5073)  -0.300
C (-1.7019, 2.6774, -1.4972)  -0.282
C (-0.5204, 3.6025, -1.4600)  -0.076
C (-2.8262, 3.4522, 0.7169)  -0.050
C (-4.9210, 1.3498, -0.2196)  -0.059
C (-3.9591, 0.1817, -3.1098)  -0.053
C (-1.1269, 1.5626, -3.8049)  -0.054
H (0.3851, 3.2131, -2.0308)  0.070
H (-0.1218, 3.8578, -0.4483)  0.052
H (-0.6712, 4.6127, -1.9199)  0.076
H (-3.5353, 3.0645, 1.4441)  0.051
H (-3.2694, 4.4555, 0.5367)  0.080
H (-1.8610, 3.6042, 1.1820)  0.040
H (-4.9210, 1.7562, 0.8286)  0.072
H (-5.1626, 0.3049, -0.1363)  0.037
H (-5.7124, 1.8481, -0.8146)  0.078
H (-4.6423, -0.5379, -2.5930)  0.086
H (-3.3147, -0.4889, -3.6576)  0.044
H (-4.4958, 0.7649, -3.8557)  0.068
H (-0.2267, 0.9971, -3.6037)  0.030
H (-0.7686, 2.5235, -4.2323)  0.079
H (-1.5463, 1.0194, -4.6333)  0.060
O (0.0047, 1.6586, 1.1644)  -0.341
P (1.4310, 1.9994, 1.3239)  0.716
C (2.3996, 1.9051, -0.1500)  -0.312
P (2.1539, 0.3919, -1.0981)  0.723
O (0.7453, -0.0040, -1.2951)  -0.408
C (3.1089, -0.8727, -0.3044)  -0.275
C (2.3930, -1.7934, 0.4537)  -0.041
C (3.0752, -2.8480, 1.1297)  -0.037
C (4.4673, -2.8436, 1.0819)  -0.070
C (5.1878, -1.8452, 0.3766)  -0.075
C (4.4901, -0.8402, -0.2741)  -0.094
C (2.8951, 0.6957, -2.7031)  -0.253
C (2.5946, -0.2973, -3.6696)  -0.064
C (3.2482, -0.2915, -4.8723)  -0.060
C (4.2436, 0.6941, -5.2036)  -0.064
C (4.5691, 1.5820, -4.2304)  -0.100
C (3.9056, 1.6035, -2.9877)  -0.080
C (1.6980, 3.7824, 1.8646)  -0.244
C (2.6681, 4.6643, 1.3634)  -0.112
C (2.7163, 5.9540, 1.8050)  -0.113
C (1.7815, 6.4276, 2.7245)  -0.095
C (0.8364, 5.5731, 3.2950)  -0.064
C (0.7618, 4.2618, 2.7989)  -0.063
C (2.2566, 0.9832, 2.5461)  -0.255
C (1.5540, -0.1471, 2.9184)  -0.077
C (2.0930, -0.9132, 3.9403)  -0.066
C (3.1835, -0.4559, 4.6272)  -0.097
C (3.8444, 0.7391, 4.3550)  -0.088
C (3.3932, 1.4821, 3.2647)  -0.061
H (3.4773, 1.9433, 0.0355)  0.081
H (2.0763, 2.8134, -0.6772)  0.066
H (1.3330, -1.9560, 0.5522)  0.082
H (2.5360, -3.6054, 1.7083)  0.117
H (5.0372, -3.5686, 1.6061)  0.084
H (6.2656, -1.8023, 0.2811)  0.095
H (5.0716, -0.0606, -0.7887)  0.111
H (1.7334, -0.9758, -3.6027)  0.108
H (2.9809, -1.0082, -5.6042)  0.091
H (4.5780, 0.6164, -6.2112)  0.093
H (5.3630, 2.3312, -4.3100)  0.105
H (4.2006, 2.3790, -2.2854)  0.100
H (3.5222, 4.3169, 0.7542)  0.110
H (3.3417, 6.7288, 1.2660)  0.123
H (1.9309, 7.4291, 3.1386)  0.102
H (0.1416, 5.9900, 4.0006)  0.098
H (-0.0814, 3.5971, 3.0392)  0.115
H (0.7093, -0.5383, 2.3342)  0.075
H (1.6813, -1.8693, 4.2190)  0.106
H (3.5077, -1.0106, 5.4915)  0.096
H (4.7377, 1.0911, 4.8692)  0.099
H (3.8491, 2.4538, 3.0634)  0.100
S (-3.1252, -7.8944, -0.6805)  0.902
N (-3.6331, -6.8035, 0.4192)  -0.236
C (-3.2418, -5.6205, 0.0455)  -0.297
C (-3.4367, -4.3222, 0.7532)  -0.140
C (-4.3705, -4.1739, 1.7279)  -0.081
C (-4.8241, -2.8292, 2.0816)  -0.087
C (-4.1100, -1.7711, 1.6260)  -0.125
N (-2.8161, -1.9900, 0.9969)  -0.030
C (-2.7882, -3.1609, 0.1809)  -0.160
C (-2.1220, -3.2389, -1.0259)  -0.118
N (-1.4905, -2.0477, -1.5248)  0.041
C (-0.9507, -2.1198, -2.6896)  -0.217
C (-0.7832, -3.2602, -3.5275)  -0.077
C (-1.3147, -4.4256, -2.9776)  -0.047
C (-1.9593, -4.4396, -1.7481)  -0.124
C (-2.4881, -5.6754, -1.1640)  -0.290
N (-2.3318, -6.9126, -1.6847)  -0.259
H (-4.8164, -5.0446, 2.1715)  0.082
H (-5.7545, -2.6162, 2.5889)  0.086
H (-4.5874, -0.7547, 1.6527)  0.105
H (-0.5308, -1.1982, -3.1310)  0.080
H (-0.2105, -3.1508, -4.4459)  0.078
H (-1.0876, -5.3762, -3.3998)  0.092
F (-2.2803, 0.3204, 1.9425)  -0.030
C (-2.0377, -0.7325, 2.8331)  -0.287
F (-1.0476, -0.3643, 3.6836)  0.060
H (-2.9153, -0.9179, 3.4591)  0.155
C (-1.3130, -3.1425, 2.7054)  0.011
C (-1.5580, -1.8350, 1.8895)  -0.604
O (-0.4820, -1.5033, 1.1901)  -0.282
H (-0.4177, -2.9517, 3.3123)  0.060
H (-1.0354, -4.0243, 2.1122)  0.082
H (-2.1909, -3.4130, 3.3519)  0.092

The charge is -1. The HOMO energy (spin up / spin down) comes out at -2.7 / -2.7 eV. The calculation puts the HOMO-LUMO gap (spin up / spin down) at 0.167 / 0.167 Ha. The calculation puts the LUMO energy (spin up / spin down) at 1.872 / 1.872 eV.


It is found that the energy above the lowest of the compared OMol25 structures with the same formula, charge and spin values, taken in the order of the records, are 166.7, 0.0 kJ/mol.
It is found that the strongest force on any atom values, taken in the order of the records, are 4.79, 3.11 eV Å⁻¹.
It is found that the energy values, taken in the order of the records, are -2096.81325, -4336.71151 a.u..